Entry 1
DFT (ωB97M-V/def2-TZVPD) results for a 17-piece molecular cluster, C51H136O17 overall.

Its HOMO-LUMO gap is 9.5528 eV.

Positions of all 204 atoms, in Å:
C 1.085 -6.715 -0.453
C 1.909 -6.882 0.820
C 2.169 -5.514 1.453
O 1.280 -7.722 1.711
H 0.783 -7.679 -0.863
H 1.622 -6.166 -1.227
H 0.190 -6.130 -0.241
H 2.847 -7.340 0.508
H 2.681 -4.815 0.792
H 2.688 -5.589 2.409
H 1.215 -5.020 1.640
H 0.443 -7.294 1.906
C 4.198 3.401 0.193
C 3.980 4.195 -1.079
C 2.568 4.750 -1.214
O 4.834 5.296 -0.957
H 5.223 3.052 0.321
H 3.495 2.570 0.241
H 3.905 4.008 1.050
H 4.317 3.605 -1.931
H 1.814 3.965 -1.156
H 2.427 5.154 -2.216
H 2.379 5.563 -0.513
H 5.121 5.455 -1.860
C -3.654 2.774 2.953
C -3.478 1.290 3.243
C -2.150 0.927 4.000
O -4.532 0.997 4.134
H -4.686 3.122 2.914
H -3.183 3.064 2.014
H -3.183 3.359 3.743
H -3.668 0.670 2.367
H -1.306 0.905 3.311
H -2.275 -0.070 4.424
H -2.088 1.635 4.826
H -4.376 1.537 4.913
C -1.619 -3.517 -0.531
C -2.424 -3.166 0.705
C -3.912 -3.059 0.339
O -2.306 -4.179 1.636
H -1.795 -2.929 -1.432
H -1.959 -4.522 -0.779
H -0.568 -3.698 -0.304
H -1.953 -2.263 1.092
H -4.059 -2.086 -0.131
H -4.558 -3.146 1.212
H -4.167 -3.831 -0.387
H -2.851 -3.883 2.369
C 3.245 1.490 -4.372
C 3.265 0.640 -5.663
C 4.624 0.676 -6.355
O 3.024 -0.689 -5.240
H 3.221 2.564 -4.556
H 4.059 1.305 -3.672
H 2.395 1.278 -3.723
H 2.433 0.967 -6.286
H 5.383 0.640 -5.574
H 4.719 1.588 -6.943
H 4.828 -0.158 -7.027
H 3.771 -0.918 -4.683
C 4.299 -0.719 -1.296
C 4.727 -1.902 -2.182
C 3.477 -2.838 -2.309
O 5.075 -1.469 -3.453
H 5.175 -0.117 -1.053
H 3.872 -1.086 -0.362
H 3.585 -0.071 -1.805
H 5.525 -2.540 -1.804
H 3.683 -3.591 -3.070
H 2.592 -2.324 -2.683
H 3.327 -3.387 -1.379
H 5.414 -2.172 -4.013
C 7.228 -7.449 -0.097
C 6.741 -6.090 0.422
C 5.606 -5.437 -0.466
O 6.277 -6.324 1.717
H 7.369 -7.452 -1.178
H 6.634 -8.331 0.139
H 8.197 -7.637 0.366
H 7.636 -5.468 0.424
H 5.992 -5.207 -1.459
H 5.295 -4.464 -0.085
H 4.766 -6.116 -0.615
H 5.879 -7.195 1.779
C -5.143 0.775 -1.108
C -6.541 1.423 -1.371
C -6.422 2.515 -2.409
O -7.272 0.365 -1.846
H -4.621 0.550 -2.038
H -5.194 -0.107 -0.469
H -4.528 1.486 -0.556
H -6.979 1.776 -0.438
H -7.376 2.786 -2.863
H -5.854 2.151 -3.265
H -5.991 3.425 -1.991
H -7.043 0.186 -2.761
C 0.905 -1.976 6.539
C 1.603 -2.150 5.188
C 0.776 -1.693 3.967
O 2.764 -1.341 5.231
H 1.426 -2.533 7.317
H -0.086 -2.429 6.501
H 0.791 -0.922 6.795
H 1.895 -3.182 4.994
H 0.558 -0.628 3.886
H -0.165 -2.242 3.929
H 1.342 -1.973 3.078
H 2.525 -0.421 5.093
C 6.818 -1.960 4.001
C 6.300 -3.293 3.581
C 4.979 -3.300 2.786
O 7.308 -4.068 2.929
H 6.030 -1.435 4.542
H 6.993 -1.330 3.129
H 7.742 -1.925 4.578
H 6.148 -3.859 4.499
H 4.148 -2.991 3.420
H 4.715 -4.266 2.355
H 5.117 -2.571 1.987
H 6.888 -4.863 2.592
C -2.860 3.952 -1.111
C -2.210 5.203 -0.589
C -0.953 5.065 0.311
O -1.654 5.817 -1.714
H -3.580 4.099 -1.915
H -3.381 3.436 -0.305
H -2.041 3.347 -1.502
H -2.925 5.803 -0.027
H -0.430 6.001 0.510
H -0.163 4.442 -0.110
H -1.144 4.715 1.325
H -1.453 6.726 -1.477
C -7.324 -0.466 2.216
C -7.087 -1.324 3.429
C -7.634 -2.712 3.130
O -5.725 -1.472 3.526
H -6.960 -0.889 1.279
H -7.027 0.573 2.355
H -8.404 -0.326 2.164
H -7.506 -0.894 4.338
H -7.710 -3.325 4.028
H -7.133 -3.236 2.316
H -8.656 -2.625 2.761
H -5.334 -0.613 3.699
C -1.933 -1.071 -3.873
C -0.560 -1.365 -4.383
C -0.472 -1.259 -5.961
O 0.431 -0.532 -3.739
H -2.341 -0.128 -4.237
H -1.888 -0.821 -2.813
H -2.597 -1.916 -4.057
H -0.234 -2.358 -4.073
H -0.778 -0.266 -6.290
H -1.146 -1.986 -6.414
H 0.536 -1.492 -6.304
H 1.292 -0.603 -4.157
C -1.163 1.025 -0.107
C 0.357 0.741 -0.261
C 0.646 -0.739 -0.310
O 0.755 1.377 -1.462
H -1.310 2.052 0.228
H -1.609 0.477 0.722
H -1.792 0.681 -0.928
H 0.827 1.192 0.612
H 0.036 -1.216 -1.077
H 0.299 -1.241 0.593
H 1.681 -1.077 -0.355
H 0.447 0.763 -2.132
C -6.036 5.409 1.080
C -6.416 6.919 1.207
C -6.673 7.645 -0.078
O -7.681 6.951 1.891
H -6.273 4.807 1.957
H -4.965 5.229 0.982
H -6.588 4.966 0.251
H -5.658 7.431 1.799
H -7.100 8.624 0.140
H -7.418 7.210 -0.745
H -5.802 7.787 -0.716
H -8.233 6.438 1.296
C -2.116 2.651 -5.356
C -1.193 3.387 -4.313
C 0.265 3.591 -4.826
O -1.712 4.695 -4.138
H -3.084 2.272 -5.026
H -1.525 1.794 -5.678
H -2.252 3.332 -6.197
H -1.238 2.829 -3.377
H 0.274 4.299 -5.654
H 0.657 2.640 -5.187
H 0.886 3.872 -3.975
H -1.697 4.972 -3.219
C 1.634 2.792 2.916
C 2.330 1.601 3.420
C 3.821 1.622 3.347
O 2.033 1.424 4.831
H 0.559 2.825 3.093
H 1.865 2.838 1.852
H 2.029 3.742 3.277
H 2.033 0.713 2.863
H 4.261 0.691 3.706
H 4.292 2.430 3.909
H 4.147 1.715 2.311
H 2.069 2.265 5.292



Entry 2
DFT (ωB97M-V/def2-TZVPD) results for a 17-piece molecular cluster, C51H136O17 overall.

Its HOMO-LUMO gap is 9.3969 eV.

Positions of all 204 atoms, in Å:
C 7.104 -7.895 10.810
C 6.548 -7.459 12.135
C 7.386 -6.481 12.971
O 5.228 -6.914 11.940
H 7.399 -7.089 10.135
H 6.383 -8.518 10.282
H 7.998 -8.513 10.897
H 6.472 -8.365 12.744
H 7.048 -6.318 13.994
H 7.447 -5.522 12.456
H 8.387 -6.915 12.981
H 4.962 -6.721 12.844
C 8.288 -16.923 10.848
C 8.943 -18.250 11.250
C 9.179 -19.245 10.098
O 10.251 -17.945 11.729
H 7.246 -17.083 10.564
H 8.768 -16.601 9.921
H 8.519 -16.137 11.565
H 8.408 -18.771 12.049
H 9.633 -18.797 9.215
H 8.239 -19.736 9.834
H 9.780 -20.103 10.399
H 10.196 -17.278 12.424
C 2.318 -17.118 12.313
C 3.514 -17.169 11.369
C 4.314 -18.502 11.504
O 3.132 -17.110 10.011
H 1.804 -16.162 12.217
H 2.583 -17.287 13.358
H 1.657 -17.954 12.078
H 4.217 -16.346 11.522
H 3.656 -19.363 11.380
H 4.833 -18.520 12.463
H 5.074 -18.667 10.739
H 2.745 -16.234 9.887
C 5.863 -15.868 13.977
C 6.149 -16.532 15.367
C 5.686 -17.982 15.291
O 7.547 -16.543 15.476
H 4.821 -15.814 13.658
H 6.392 -16.426 13.203
H 6.190 -14.827 13.995
H 5.661 -15.897 16.108
H 5.701 -18.464 16.271
H 6.243 -18.529 14.533
H 4.624 -18.081 15.058
H 7.803 -16.976 16.296
C 9.703 -14.103 14.094
C 10.887 -15.085 14.103
C 11.866 -15.089 15.312
O 10.272 -16.350 14.001
H 9.154 -14.194 15.033
H 9.013 -14.321 13.281
H 10.138 -13.103 14.047
H 11.467 -14.866 13.205
H 11.351 -15.038 16.271
H 12.580 -14.264 15.270
H 12.499 -15.973 15.238
H 9.606 -16.409 14.694
C 2.901 -13.074 13.625
C 2.190 -13.053 14.951
C 2.499 -14.322 15.752
O 2.522 -11.902 15.681
H 3.984 -13.042 13.758
H 2.633 -12.182 13.058
H 2.704 -13.984 13.056
H 1.110 -13.022 14.799
H 2.093 -15.247 15.343
H 2.125 -14.213 16.771
H 3.586 -14.394 15.829
H 3.435 -11.945 15.996
C 10.512 -13.720 10.423
C 11.822 -13.516 9.629
C 12.785 -14.651 9.863
O 11.510 -13.479 8.244
H 9.996 -14.637 10.133
H 9.793 -12.938 10.169
H 10.589 -13.800 11.508
H 12.236 -12.580 10.014
H 12.382 -15.600 9.510
H 13.081 -14.712 10.911
H 13.699 -14.510 9.284
H 10.815 -12.818 8.108
C 0.044 -14.659 9.802
C 1.165 -13.814 9.302
C 1.002 -12.343 9.691
O 2.370 -14.278 9.837
H 0.063 -14.984 10.841
H 0.039 -15.541 9.158
H -0.910 -14.169 9.603
H 1.200 -13.836 8.210
H 1.005 -12.233 10.777
H 0.032 -12.011 9.318
H 1.825 -11.743 9.303
H 3.078 -13.643 9.669
C -0.112 -11.977 5.803
C 1.065 -11.022 5.975
C 0.806 -9.835 6.925
O 2.179 -11.733 6.478
H 0.150 -12.982 5.473
H -0.888 -11.573 5.152
H -0.618 -12.128 6.760
H 1.324 -10.625 4.989
H 1.705 -9.230 7.039
H 0.390 -10.085 7.901
H 0.071 -9.137 6.516
H 2.790 -11.154 6.950
C 5.767 -11.473 11.194
C 5.881 -12.477 10.051
C 6.171 -13.833 10.615
O 4.608 -12.520 9.399
H 5.478 -10.500 10.793
H 6.714 -11.352 11.723
H 5.000 -11.740 11.922
H 6.708 -12.196 9.395
H 7.152 -13.801 11.091
H 6.132 -14.621 9.862
H 5.392 -14.070 11.342
H 4.679 -11.952 8.624
C 7.469 -12.416 16.842
C 6.359 -11.500 16.371
C 6.183 -11.535 14.866
O 5.120 -11.974 16.847
H 7.321 -13.421 16.443
H 7.452 -12.542 17.927
H 8.452 -12.027 16.575
H 6.556 -10.513 16.797
H 5.983 -12.565 14.567
H 7.070 -11.248 14.298
H 5.353 -10.986 14.419
H 5.150 -11.904 17.806
C 6.452 -18.896 6.772
C 5.758 -18.057 7.837
C 5.930 -16.548 7.717
O 4.372 -18.350 7.817
H 6.299 -18.393 5.816
H 6.023 -19.893 6.674
H 7.507 -18.978 7.030
H 6.149 -18.360 8.813
H 6.940 -16.216 7.959
H 5.247 -16.162 8.477
H 5.578 -16.113 6.782
H 4.016 -17.910 8.600
C 10.975 -10.021 7.045
C 10.048 -10.315 8.226
C 8.831 -9.411 8.249
O 9.536 -11.647 7.963
H 11.654 -10.868 6.956
H 11.595 -9.160 7.304
H 10.420 -9.794 6.136
H 10.553 -10.337 9.190
H 8.393 -9.162 7.282
H 9.094 -8.466 8.728
H 8.020 -9.881 8.808
H 8.944 -11.561 7.207
C 5.245 -10.110 5.643
C 5.170 -9.494 7.008
C 4.980 -7.986 7.013
O 4.083 -10.061 7.666
H 5.265 -11.194 5.746
H 6.133 -9.774 5.107
H 4.371 -9.889 5.028
H 6.078 -9.733 7.570
H 4.923 -7.551 8.010
H 4.129 -7.647 6.421
H 5.835 -7.524 6.514
H 4.047 -9.581 8.505
C 11.521 -9.094 11.603
C 10.631 -9.350 12.774
C 9.702 -10.555 12.568
O 11.376 -9.570 13.968
H 12.332 -8.405 11.835
H 10.934 -8.690 10.777
H 11.962 -10.036 11.270
H 9.972 -8.503 12.968
H 9.064 -10.457 11.688
H 9.086 -10.778 13.438
H 10.369 -11.411 12.443
H 11.952 -10.326 13.819
C 2.159 -8.972 11.786
C 2.481 -8.609 10.332
C 2.043 -7.213 9.909
O 3.899 -8.697 10.150
H 1.188 -9.438 11.965
H 2.366 -8.195 12.520
H 2.780 -9.856 11.950
H 1.979 -9.380 9.747
H 2.005 -7.160 8.820
H 2.715 -6.416 10.230
H 1.070 -6.980 10.342
H 4.304 -7.994 10.676
C 7.807 -14.027 4.165
C 7.303 -12.914 5.098
C 7.184 -13.423 6.501
O 8.207 -11.809 5.212
H 7.081 -14.838 4.112
H 8.773 -14.422 4.481
H 7.978 -13.702 3.137
H 6.327 -12.552 4.774
H 6.973 -12.571 7.150
H 8.123 -13.797 6.911
H 6.412 -14.187 6.569
H 8.182 -11.219 4.455



Which of them is the most stable? Correct choice: entry 2.



Entry 1
DFT (ωB97M-V/def2-TZVPD) results for an isolated ion of composition CH3O4P and charge -2.

Its HOMO-LUMO gap is 6.8250 eV. As for the SMILES: O=P([O-])([O-])CO. Its total charge is -2.

Positions of all 9 atoms, in Å:
O -1.110 -0.199 1.911
P -0.475 -0.760 0.650
O -1.461 -0.921 -0.573
O 0.420 -1.965 0.893
C 0.706 0.662 -0.200
O 0.061 0.971 -1.440
H 0.805 1.738 0.424
H 1.769 0.238 -0.378
H -0.715 0.237 -1.288



Entry 2
DFT (ωB97M-V/def2-TZVPD) results for a 2-piece molecular cluster, CH3O4P overall.

Its HOMO-LUMO gap is 6.1462 eV. Its total charge is -2.

Positions of all 9 atoms, in Å:
C -1.093 -0.450 0.045
O 2.195 -0.208 1.424
O 1.954 -1.015 -0.993
O 1.644 1.451 -0.409
O -2.061 0.741 0.004
P 1.652 0.026 0.058
H -0.975 -0.779 -1.040
H -1.823 -1.236 0.551
H -1.492 1.470 0.362



Which of them is the most stable? Correct choice: entry 1.



Entry 1
DFT (ωB97M-V/def2-TZVPD) results for one molecule with the formula C5H7FS2.

Its HOMO-LUMO gap is 9.4694 eV. As for the SMILES: F[C@@H]1C[C@H]2S[C@@H]2[C@@H]1S.

Positions of all 15 atoms, in Å:
F -2.082 0.225 -0.415
C -0.906 0.606 0.405
C 0.272 1.448 -0.558
C 1.142 0.228 -0.758
S 2.631 -0.722 -0.229
C 1.076 -0.535 0.605
C -0.304 -0.852 0.673
S -0.687 -2.185 -0.405
H -1.465 1.118 1.174
H 0.779 1.976 0.239
H -0.146 1.849 -1.457
H 0.654 -0.444 -1.564
H 1.391 0.013 1.431
H -0.496 -1.176 1.702
H -1.860 -1.550 -0.842



Entry 2
DFT (ωB97M-V/def2-TZVPD) results for a 2-piece molecular cluster, C5H7FS2 overall.

Its HOMO-LUMO gap is 9.3410 eV. As for the SMILES: SC1=C[C@H]1S.C=CF.

Positions of all 15 atoms, in Å:
S -1.570 2.054 1.927
C -1.187 1.219 0.452
C -1.337 0.079 -0.205
C -0.766 1.175 -0.961
S -1.583 2.011 -2.286
H -1.841 0.917 2.545
H -1.558 -0.939 -0.417
H 0.312 1.303 -1.237
H -2.796 2.460 -1.755
C 1.030 -2.393 1.102
C 0.975 -1.290 0.388
F 1.436 -0.126 0.823
H 1.565 -2.477 2.068
H 0.803 -3.244 0.572
H 0.620 -1.018 -0.632



Which of them is the most stable? Correct choice: entry 2.



Entry 1
DFT (ωB97M-V/def2-TZVPD) results for C3H3Br2ClO as an isolated structure.

Its HOMO-LUMO gap (spin up / spin down) is 8.1572 / 7.0292 eV.

Positions of all 10 atoms, in Å:
C -0.476 -0.251 1.284
C 0.316 0.879 1.155
C -0.069 -0.210 -1.647
O -0.102 -1.443 0.969
Cl -1.236 0.658 -2.504
Br -0.491 -1.969 -1.339
Br 1.795 -0.026 -2.171
H -1.241 -0.083 2.011
H 0.187 1.761 1.601
H 1.316 0.682 0.639



Entry 2
DFT (ωB97M-V/def2-TZVPD) results for C3H3Br2ClO as an isolated structure.

Its HOMO-LUMO gap (spin up / spin down) is 7.4396 / 8.0609 eV.

Positions of all 10 atoms, in Å:
C 1.287 0.780 0.126
C 1.034 -0.601 0.415
C -1.409 -0.232 -0.425
O 0.731 1.662 0.738
Cl -1.520 -0.499 -2.122
Br -1.665 1.424 0.245
Br -2.165 -1.714 0.629
H 1.775 1.104 -0.866
H 1.251 -1.421 -0.212
H 0.682 -0.503 1.472



Which of them is the most stable? Correct choice: entry 2.